A 8-piece molecular cluster, C47H105N9O8 overall at a distorted geometry, computed with wB97M-V/def2-TZVPD.

Last columns: bonded neighbours and bond lengths (Å).
CARTESIAN COORDINATES (ANGSTROEM)
1 C 2.52177 -1.74530 1.67069  C2 1.570, H12 1.094, H13 1.104, H14 1.080
2 C 3.83666 -1.77926 0.81306  C1 1.570, C3 1.549, C4 1.537, N10 1.497
3 C 3.54618 -2.58131 -0.47973  C2 1.549, H15 1.094, H16 1.089, H17 1.104
4 C 4.24606 -0.34332 0.44725  C2 1.537, C5 1.528, H18 1.088, H19 1.093
5 C 4.78686 0.40153 1.66712  C4 1.528, C6 1.495, H20 1.084, H21 1.097
6 C 5.97170 -0.29503 2.25417  C5 1.495, C7 1.542, H22 1.098, H23 1.106
7 C 5.65646 -1.75054 2.65434  C6 1.542, C8 1.531, C9 1.555, N10 1.477
8 C 7.01569 -2.40342 2.92121  C7 1.531, H24 1.085, H25 1.095, H26 1.095
9 C 4.81157 -1.71711 3.95949  C7 1.555, H27 1.091, H28 1.085, H29 1.079
10 N 5.03658 -2.38344 1.47257  C2 1.497, C7 1.477, O11 1.391
11 O 4.60534 -3.62735 1.92067  N10 1.391, H30 0.962
12 H 2.54259 -2.53060 2.43224  C1 1.094
13 H 2.36917 -0.79274 2.20767  C1 1.104
14 H 1.67966 -2.01769 1.05109  C1 1.080
15 H 2.73167 -1.97906 -0.89216  C3 1.094
16 H 4.34274 -2.53322 -1.22046  C3 1.089
17 H 3.18748 -3.61073 -0.30804  C3 1.104
18 H 4.98588 -0.36900 -0.35074  C4 1.088
19 H 3.30554 0.10816 0.12001  C4 1.093
20 H 4.97788 1.44409 1.43927  C5 1.084
21 H 4.01983 0.41037 2.45159  C5 1.097
22 H 6.39380 0.28818 3.08289  C6 1.098
23 H 6.81901 -0.38803 1.54874  C6 1.106
24 H 7.45290 -2.76112 1.99499  C8 1.085
25 H 6.87419 -3.24565 3.60628  C8 1.095
26 H 7.69237 -1.69144 3.40627  C8 1.095
27 H 5.47297 -1.52633 4.80638  C9 1.091
28 H 4.45838 -2.71635 4.19419  C9 1.085
29 H 4.18329 -0.84336 4.03786  C9 1.079
30 H 5.21232 -4.25583 1.51913  O11 0.962
31 C 4.75707 3.86325 -3.55630  C32 1.545, H42 1.086, H43 1.086, H44 1.077
32 C 4.10168 3.80803 -2.15790  C31 1.545, C33 1.567, C34 1.557, N40 1.455
33 C 4.40785 2.37420 -1.60368  C32 1.567, H45 1.104, H46 1.107, H47 1.093
34 C 4.85878 4.82282 -1.25099  C32 1.557, C35 1.541, H48 1.099, H49 1.097
35 C 4.48769 6.29749 -1.50108  C34 1.541, C36 1.520, H50 1.087, H51 1.096
36 C 2.96989 6.36839 -1.48774  C35 1.520, C37 1.525, H52 1.094, H53 1.083
37 C 2.20069 5.42019 -2.40228  C36 1.525, C38 1.511, C39 1.551, N40 1.481
38 C 0.72255 5.48001 -2.09682  C37 1.511, H54 1.089, H55 1.109, H56 1.087
39 C 2.38103 5.93179 -3.85524  C37 1.551, H57 1.087, H58 1.086, H59 1.109
40 N 2.67070 4.05610 -2.06847  C32 1.455, C37 1.481, O41 1.405
41 O 2.05424 3.15911 -2.95649  N40 1.405, H60 0.968
42 H 5.77380 3.53316 -3.36306  C31 1.086
43 H 4.29039 3.25948 -4.32913  C31 1.086
44 H 4.92854 4.85721 -3.93319  C31 1.077
45 H 4.12999 2.28500 -0.53912  C33 1.104
46 H 3.87122 1.60967 -2.19775  C33 1.107
47 H 5.48812 2.24346 -1.70475  C33 1.093
48 H 4.55920 4.62002 -0.21308  C34 1.099
49 H 5.93945 4.63688 -1.24558  C34 1.097
50 H 4.98001 6.92869 -0.76631  C35 1.087
51 H 4.79193 6.64583 -2.49507  C35 1.096
52 H 2.66086 7.35576 -1.84458  C36 1.094
53 H 2.52758 6.27713 -0.50322  C36 1.083
54 H 0.11594 5.19257 -2.95415  C38 1.089
55 H 0.57696 6.55310 -1.85841  C38 1.109
56 H 0.40700 4.83020 -1.28403  C38 1.087
57 H 2.21676 5.11115 -4.54810  C39 1.087
58 H 3.33098 6.39472 -4.10719  C39 1.086
59 H 1.61519 6.71772 -4.01759  C39 1.109
60 H 1.30312 2.67188 -2.58909  O41 0.968
61 C 0.67554 -5.26755 -0.97568  C62 1.552, H72 1.088, H73 1.088, H74 1.090
62 C -0.84395 -5.01492 -1.16957  C61 1.552, C63 1.526, C64 1.559, N70 1.457
63 C -1.56087 -5.23727 0.15942  C62 1.526, H75 1.094, H76 1.100, H77 1.099
64 C -1.10272 -3.52250 -1.53704  C62 1.559, C65 1.495, H78 1.104, H79 1.090
65 C -0.69479 -3.16104 -2.92953  C64 1.495, C66 1.534, H80 1.099, H81 1.091
66 C -1.45890 -4.08130 -3.88973  C65 1.534, C67 1.533, H82 1.103, H83 1.104
67 C -1.29346 -5.58617 -3.64570  C66 1.533, C68 1.540, C69 1.539, N70 1.495
68 C -2.40265 -6.32613 -4.41682  C67 1.540, H84 1.096, H85 1.078, H86 1.081
69 C 0.10907 -6.01638 -4.11127  C67 1.539, H87 1.087, H88 1.082, H89 1.097
70 N -1.61362 -5.71254 -2.19066  C62 1.457, C67 1.495, O71 1.509
71 O -1.31985 -7.14807 -1.82974  N70 1.509, H90 0.971
72 H 0.77290 -6.35086 -0.94467  C61 1.088
73 H 1.30769 -4.96654 -1.80808  C61 1.088
74 H 0.98296 -4.76155 -0.06078  C61 1.090
75 H -2.64321 -5.19974 0.00423  C63 1.094
76 H -1.25037 -6.19328 0.60605  C63 1.100
77 H -1.30852 -4.37085 0.78586  C63 1.099
78 H -2.11678 -3.18911 -1.25689  C64 1.104
79 H -0.46904 -2.99955 -0.82073  C64 1.090
80 H -0.94374 -2.12483 -3.19990  C65 1.099
81 H 0.37553 -3.29721 -3.08989  C65 1.091
82 H -1.09160 -3.89130 -4.91262  C66 1.103
83 H -2.53051 -3.82924 -3.96937  C66 1.104
84 H -2.26515 -7.40841 -4.30972  C68 1.096
85 H -2.45103 -5.95318 -5.42658  C68 1.078
86 H -3.34291 -6.04388 -3.96378  C68 1.081
87 H 0.14666 -6.11932 -5.19280  C69 1.087
88 H 0.44292 -6.91511 -3.60866  C69 1.082
89 H 0.79736 -5.19232 -3.88472  C69 1.097
90 H -2.23303 -7.45073 -1.69903  O71 0.971
91 C 1.29463 0.54916 5.30855  C92 1.563, H102 1.076, H103 1.095, H104 1.096
92 C -0.25148 0.71278 5.46818  C91 1.563, C93 1.584, C94 1.548, N100 1.542
93 C -0.93073 -0.61270 6.00645  C92 1.584, H105 1.086, H106 1.094, H107 1.080
94 C -0.55053 1.93773 6.36569  C92 1.548, C95 1.492, H108 1.101, H109 1.087
95 C -1.97413 2.38366 6.35069  C94 1.492, C96 1.557, H110 1.095, H111 1.091
96 C -2.38017 2.74926 4.89279  C95 1.557, C97 1.539, H112 1.096, H113 1.101
97 C -2.09007 1.59711 3.91422  C96 1.539, C98 1.575, C99 1.541, N100 1.453
98 C -3.16490 0.46096 4.09985  C97 1.575, H114 1.086, H115 1.099, H116 1.092
99 C -2.24764 2.05443 2.45103  C97 1.541, H117 1.094, H118 1.097, H119 1.096
100 N -0.69335 1.23364 4.08586  C92 1.542, C97 1.453, O101 1.492
101 O -0.33666 0.10115 3.18225  N100 1.492, H120 0.958
102 H 1.71807 -0.40810 5.05960  C91 1.076
103 H 1.58817 1.34972 4.62154  C91 1.095
104 H 1.52373 0.92819 6.31160  C91 1.096
105 H -1.06231 -1.31808 5.19062  C93 1.086
106 H -0.20493 -1.06426 6.68984  C93 1.094
107 H -1.88694 -0.39267 6.45699  C93 1.080
108 H -0.34014 1.56945 7.38155  C94 1.101
109 H 0.07914 2.78978 6.12398  C94 1.087
110 H -2.62252 1.56129 6.66990  C95 1.095
111 H -2.15757 3.17563 7.07871  C95 1.091
112 H -1.92208 3.68004 4.53916  C96 1.096
113 H -3.44920 2.98910 4.78161  C96 1.101
114 H -2.86221 -0.46773 3.62437  C98 1.086
115 H -4.07155 0.76666 3.55893  C98 1.099
116 H -3.55344 0.31300 5.10912  C98 1.092
117 H -2.15858 1.24372 1.72127  C99 1.094
118 H -1.46667 2.76357 2.15016  C99 1.097
119 H -3.22379 2.53723 2.32765  C99 1.096
120 H 0.27258 0.60796 2.64349  O101 0.958
121 C -5.43363 2.18929 -1.42520  C122 1.541, H132 1.090, H133 1.096, H134 1.088
122 C -5.71552 0.68056 -1.55885  C121 1.541, C123 1.529, C124 1.509, N130 1.465
123 C -4.97130 0.11500 -0.34896  C122 1.529, H135 1.085, H136 1.084, H137 1.088
124 C -7.21314 0.53360 -1.45130  C122 1.509, C125 1.494, H138 1.086, H139 1.084
125 C -7.64310 -0.84761 -1.82417  C124 1.494, C126 1.533, H140 1.093, H141 1.105
126 C -7.18901 -1.23601 -3.23634  C125 1.533, C127 1.535, H142 1.096, H143 1.091
127 C -5.66468 -1.10210 -3.35878  C126 1.535, C128 1.526, C129 1.536, N130 1.440
128 C -5.01977 -2.25920 -2.60101  C127 1.526, H144 1.102, H145 1.093, H146 1.087
129 C -5.28551 -1.26469 -4.83833  C127 1.536, H147 1.080, H148 1.095, H149 1.101
130 N -5.40928 0.24685 -2.92419  C122 1.465, C127 1.440, O131 1.446
131 O -3.98185 0.44069 -3.04675  N130 1.446, H150 0.968
132 H -5.80944 2.69759 -2.31292  C121 1.090
133 H -6.01367 2.51057 -0.55217  C121 1.096
134 H -4.38488 2.39703 -1.22511  C121 1.088
135 H -3.94951 -0.13964 -0.61127  C123 1.085
136 H -5.09069 0.88466 0.40518  C123 1.084
137 H -5.43849 -0.81503 -0.03071  C123 1.088
138 H -7.38320 0.68280 -0.38897  C124 1.086
139 H -7.61750 1.31338 -2.08719  C124 1.084
140 H -7.20355 -1.54718 -1.10792  C125 1.093
141 H -8.72444 -1.02526 -1.68223  C125 1.105
142 H -7.66520 -0.47580 -3.86596  C126 1.096
143 H -7.48982 -2.26587 -3.43211  C126 1.091
144 H -4.99909 -3.16842 -3.22404  C128 1.102
145 H -5.47828 -2.55532 -1.65356  C128 1.093
146 H -3.97018 -2.02635 -2.44390  C128 1.087
147 H -4.35376 -1.78707 -4.99526  C129 1.080
148 H -5.23965 -0.27792 -5.31008  C129 1.095
149 H -6.06925 -1.90055 -5.27880  C129 1.101
150 H -3.94403 1.12155 -3.73396  O131 0.968
151 N -1.44777 -0.03111 -1.43848  C152 1.451, H155 1.000, H156 1.001
152 C -0.35617 0.91390 -1.29662  N151 1.451, N153 1.466, O154 1.208
153 N 0.60142 0.62726 -0.22464  C152 1.466, H157 1.004, H158 0.991
154 O -0.18977 1.89202 -1.98637  C152 1.208
155 H -1.39208 -0.93996 -1.02492  N151 1.000
156 H -2.17409 0.04744 -2.12307  N151 1.001
157 H 0.33198 -0.20386 0.27012  N153 1.004
158 H 1.08352 1.33566 0.27317  N153 0.991
159 N 1.93917 4.30030 1.10292  C160 1.433, H163 1.008, H164 1.017
160 C 1.46078 3.40551 2.11501  N159 1.433, N161 1.408, O162 1.233
161 N 0.89586 3.95041 3.28406  C160 1.408, H165 1.003, H166 0.999
162 O 1.51112 2.18920 1.91860  C160 1.233
163 H 1.69333 5.26555 1.25552  N159 1.008
164 H 2.10274 3.99522 0.14668  N159 1.017
165 H 0.85574 4.93562 3.46528  N161 1.003
166 H 0.25271 3.33637 3.73857  N161 0.999
167 O -1.59483 -1.40005 1.28815  H168 0.965, H169 0.970
168 H -1.34168 -0.95748 2.10694  O167 0.965
169 H -1.28502 -2.31242 1.39894  O167 0.970

Calculated values
LUMO level   0.5 eV
HOMO-LUMO gap   8.84 eV
SMILES   CC1(C)CCCC(C)(C)N1O.CC1(C)CCCC(C)(C)N1O.CC1(C)CCCC(C)(C)N1O.CC1(C)CCCC(C)(C)N1O.CC1(C)CCCC(C)(C)N1O.NC(N)=O.NC(N)=O.O
ΔE to the lowest compared entry with this formula, charge and spin   0.0 kJ/mol